[1]
Computed, not measured: an isolated molecule of C3H7N3O, with wB97M-V/def2-TZVPD.

Results
ΔE to the lowest compared entry with this formula, charge and spin ... 24.0 kcal/mol
HOMO energy ... -9.4 eV
Structure (SMILES) ... [H]/N=C(/N)C(=O)CN
DFT total energy ... -358.011617 Ha
Multiplicity ... 1
LUMO energy ... 0.73 eV

Last column: Löwdin charge in e.
CARTESIAN COORDINATES (ANGSTROEM)
H 1.650 -1.273 -1.523  0.05
N 0.783 -1.017 -1.982  0.14
C 0.081 -0.164 -1.359  -0.48
N -1.140 0.207 -1.834  0.13
C 0.457 0.403 -0.009  -0.35
O 1.279 1.274 0.148  0.11
C -0.238 -0.290 1.159  -0.22
N 0.165 0.177 2.466  0.00
H -1.339 -0.087 -2.778  0.10
H -1.518 1.095 -1.551  0.10
H -0.051 -1.366 1.084  0.13
H -1.317 -0.141 1.041  0.12
H 1.154 0.000 2.607  0.07
H 0.035 1.182 2.529  0.07

Forces on atoms 1 to 6 (eV/Å):
0.0 0.2 0.2
0.0 -0.2 -0.3
0.5 0.0 -0.2
-0.4 0.2 0.0
0.1 -0.2 0.4
-0.2 -0.2 -0.2

[2]
Computed, not measured: C21H32N7O2SY as an isolated structure at a distorted geometry, with wB97M-V/def2-TZVPD.

Results
ΔE to the lowest compared entry with this formula, charge and spin ... 20.5 kcal/mol
HOMO energy ... -13.0 eV
Total charge ... +2
DFT total energy ... -1789.308084 Ha
Multiplicity ... 1
LUMO energy ... -5.86 eV

Last column: Löwdin charge in e.
CARTESIAN COORDINATES (ANGSTROEM)
Y -0.489 -0.279 -0.095  1.55
N -1.961 0.379 -2.411  -0.03
C -2.240 1.809 -2.297  -0.23
C -1.010 2.701 -2.206  -0.17
N -0.068 2.361 -1.111  -0.20
C -0.186 3.366 -0.020  -0.17
C -1.308 3.061 0.992  -0.21
N -1.275 1.653 1.472  -0.03
C 1.305 2.204 -1.669  -0.17
C 1.502 0.997 -2.630  -0.20
N 1.221 -0.312 -1.991  -0.05
H -1.590 0.127 -3.336  0.10
H -2.831 -0.154 -2.234  0.09
H -2.776 1.949 -1.354  0.11
H -2.868 2.214 -3.099  0.13
H -1.438 3.665 -2.016  0.12
H -0.444 2.803 -3.144  0.13
H -0.309 4.398 -0.421  0.14
H 0.810 3.372 0.514  0.12
H -2.293 3.275 0.515  0.12
H -1.277 3.785 1.841  0.14
H -2.170 1.485 1.928  0.10
H -0.599 1.579 2.237  0.07
H 2.026 2.191 -0.869  0.10
H 1.588 3.106 -2.289  0.15
H 2.533 1.088 -3.007  0.14
H 0.819 1.034 -3.483  0.11
H 2.124 -0.669 -1.628  0.05
H 0.967 -1.005 -2.708  0.10
S 3.838 -1.137 0.342  1.11
C 3.885 0.369 1.213  -0.46
C 5.014 1.025 1.737  -0.07
C 4.817 2.187 2.461  -0.05
C 3.492 2.713 2.622  -0.04
C 2.403 1.975 2.223  -0.06
C 2.575 0.826 1.479  -0.32
N 1.591 -0.158 1.205  -0.04
C 2.112 -1.345 0.812  -0.49
C 1.280 -2.552 0.733  -0.32
C 1.815 -3.775 0.270  -0.05
C 1.083 -4.922 0.552  -0.07
C -0.125 -4.832 1.285  -0.06
C -0.666 -3.594 1.618  -0.13
C -0.084 -2.442 1.128  -0.19
H 6.021 0.647 1.586  0.12
H 5.679 2.756 2.942  0.14
H 3.394 3.663 3.180  0.12
H 1.362 2.157 2.470  0.10
H 2.815 -3.828 -0.127  0.10
H 1.516 -5.926 0.275  0.13
H -0.671 -5.725 1.518  0.11
H -1.493 -3.568 2.323  0.11
C -4.945 -1.704 1.540  0.01
O -4.393 -2.530 0.448  0.00
C -3.229 -2.043 -0.017  -0.52
O -2.740 -0.925 0.301  -0.11
N -2.578 -2.916 -0.840  0.07
N -1.293 -2.525 -1.423  0.03
H -5.885 -2.220 1.825  0.11
H -5.158 -0.686 1.173  0.10
H -4.242 -1.755 2.404  0.11
H -3.013 -3.816 -1.051  0.18
H -1.382 -2.379 -2.465  0.13
H -0.552 -3.195 -1.222  0.08

Forces on atoms 1 to 6 (eV/Å):
-0.6 -0.2 0.2
0.1 -0.8 0.4
0.1 0.4 0.1
0.1 -0.5 -0.2
-0.2 -0.6 -0.2
1.6 0.1 0.7

[3]
Computed, not measured: an isolated molecule of C2H4NOP at a distorted geometry, with wB97M-V/def2-TZVPD.

Results
ΔE to the lowest compared entry with this formula, charge and spin ... 34.2 kcal/mol
HOMO energy ... -10.0 eV
Structure (SMILES) ... N#CCOP
DFT total energy ... -549.886072 Ha
Multiplicity ... 1
LUMO energy ... 0.50 eV

Last column: Löwdin charge in e.
CARTESIAN COORDINATES (ANGSTROEM)
N 1.025 -0.401 2.794  0.16
C 0.876 -0.692 1.683  -0.28
C 0.907 -0.994 0.275  -0.30
O -0.101 -0.334 -0.432  -0.51
P -0.645 1.195 -0.147  0.83
H 2.065 -0.727 0.147  0.17
H 0.846 -2.115 0.143  0.14
H -1.277 1.584 -1.312  -0.13
H -1.969 0.651 0.145  -0.06

Forces on atoms 1 to 6 (eV/Å):
-0.4 -0.4 -1.1
0.1 0.4 2.6
2.2 -0.5 0.1
0.9 -1.1 -1.5
-1.3 -0.3 1.8
-2.3 -0.2 -1.0

[4]
Computed, not measured: CH2O3S as an isolated structure at a distorted geometry, with wB97M-V/def2-TZVPD.

Results
ΔE to the lowest compared entry with this formula, charge and spin ... 39.4 kcal/mol
HOMO energy ... -10.6 eV
DFT total energy ... -663.110144 Ha
Multiplicity ... 1
LUMO energy ... 0.48 eV

Last column: Löwdin charge in e.
CARTESIAN COORDINATES (ANGSTROEM)
C -0.147 0.301 -0.009  -0.60
O 1.814 -0.968 -1.247  -0.46
O -0.324 -1.056 0.243  -0.28
O -0.551 1.118 1.038  0.02
S 1.324 -0.671 0.065  1.03
H -0.685 0.385 -1.253  0.23
H -1.430 0.893 1.163  0.06

Forces on atoms 1 to 6 (eV/Å):
-2.6 0.3 -3.2
0.5 -0.4 -0.8
0.8 -1.0 0.6
3.1 0.3 -1.7
-0.7 0.4 0.6
2.0 0.8 3.8

[5]
Computed, not measured: a 2-piece molecular cluster, C10H16N2S overall at a distorted geometry, with wB97M-V/def2-TZVPD.

Results
ΔE to the lowest compared entry with this formula, charge and spin ... 127.7 kcal/mol
HOMO energy (alpha / beta) ... -6.8 / -6.8 eV
DFT total energy ... -898.149181 Ha
Multiplicity ... 1
LUMO energy (alpha / beta) ... 0.59 / 0.59 eV

Last column: Löwdin charge in e.
CARTESIAN COORDINATES (ANGSTROEM)
C 1.782 1.479 0.027  -0.24
C -2.552 0.910 -1.815  -0.17
C -1.644 -0.206 -2.262  -0.18
C 1.926 -0.282 2.423  -0.18
C 0.560 -0.008 3.134  -0.15
C -1.946 1.242 -0.467  -0.17
C -0.279 0.347 -1.831  -0.18
C 0.666 -0.278 1.653  -0.62
C 1.502 -2.589 0.019  -0.39
C 0.330 1.571 0.296  -0.10
N 2.871 1.372 -0.297  0.15
N -0.519 1.073 -0.589  -0.19
S 0.060 -1.735 0.791  0.85
H -2.336 1.757 -2.357  0.09
H -3.574 0.644 -1.816  0.11
H -1.837 -1.204 -1.845  0.11
H -1.750 -0.367 -3.368  0.13
H 2.826 0.389 2.174  0.11
H 2.137 -1.370 2.545  0.08
H 0.011 -0.778 3.751  0.10
H 0.275 0.984 3.487  0.08
H -2.133 2.327 -0.257  0.14
H -2.253 0.506 0.348  0.14
H 0.589 -0.340 -1.909  0.11
H -0.004 1.148 -2.609  0.14
H 1.251 -3.715 0.045  0.05
H 2.406 -2.590 0.676  0.04
H 1.705 -2.471 -1.038  0.01
H -0.070 2.185 1.089  0.13

Forces on atoms 1 to 6 (eV/Å):
-3.4 0.8 0.2
1.2 -1.8 1.9
0.5 -0.8 -1.4
-0.1 -1.3 0.2
-0.3 -0.7 -0.2
-0.8 0.4 2.2

[6]
Computed, not measured: C19H41BrN3ORuSSi2 as an isolated structure, with wB97M-V/def2-TZVPD.

Results
ΔE to the lowest compared entry with this formula, charge and spin ... 14.0 kcal/mol
HOMO energy (alpha / beta) ... -13.8 / -14.9 eV
Total charge ... +2
DFT total energy ... -4633.675700 Ha
Multiplicity ... 2
Expectation value of S² ... 0.75
LUMO energy (alpha / beta) ... -5.59 / -6.12 eV

Last column: Löwdin charge in e.
CARTESIAN COORDINATES (ANGSTROEM)
Ru 0.781 -0.300 -0.609  0.82
C 1.170 0.122 2.351  -0.16
C 1.621 1.421 1.716  -0.14
N 1.106 1.551 0.315  -0.16
C 2.063 2.355 -0.489  -0.22
C 3.365 1.582 -0.702  -0.35
S 3.036 -0.213 -0.857  0.90
C 3.644 -0.910 0.724  -0.36
C 2.529 -1.727 1.359  -0.23
N 1.230 -1.001 1.378  -0.17
H 1.756 -0.097 3.248  0.14
H 0.132 0.218 2.662  0.08
H 1.283 2.270 2.312  0.13
H 2.704 1.483 1.674  0.10
H 0.221 2.056 0.359  0.08
H 1.594 2.572 -1.445  0.09
H 2.267 3.309 0.004  0.14
H 3.851 1.900 -1.623  0.09
H 4.088 1.726 0.099  0.09
H 4.496 -1.550 0.502  0.10
H 3.997 -0.105 1.364  0.08
H 2.370 -2.640 0.784  0.12
H 2.822 -2.017 2.371  0.14
H 0.528 -1.674 1.677  0.11
C -2.255 -2.459 1.827  -0.17
Si -2.745 -0.959 2.867  0.43
C -1.878 -1.064 4.527  -0.17
C -4.590 -0.928 3.101  -0.17
C -2.154 0.605 2.016  -0.19
Si -2.625 2.402 2.281  0.44
C -4.471 2.632 2.335  -0.17
C -1.884 3.351 0.821  -0.17
C -1.831 2.989 3.870  -0.16
H -1.906 -3.273 2.466  0.04
H -1.476 -2.254 1.085  -0.01
H -3.118 -2.844 1.279  0.04
H -2.269 -1.914 5.091  0.05
H -2.045 -0.167 5.125  0.03
H -0.798 -1.206 4.436  0.02
H -4.920 -1.880 3.525  0.05
H -5.120 -0.784 2.158  0.04
H -4.902 -0.140 3.787  0.03
H -1.322 0.509 1.312  -0.04
H -4.969 2.187 1.472  0.04
H -4.709 3.698 2.345  0.04
H -4.903 2.193 3.235  0.03
H -1.856 2.740 -0.088  0.02
H -0.876 3.719 1.047  0.02
H -2.478 4.235 0.582  0.04
H -2.123 2.363 4.715  0.03
H -2.145 4.010 4.097  0.05
H -0.739 2.988 3.816  0.02
C -2.205 -1.254 -1.735  -0.08
O -1.478 -0.327 -0.900  -0.26
H -3.165 -0.817 -2.003  0.10
H -2.351 -2.205 -1.226  0.09
H -1.624 -1.412 -2.638  0.05
H -2.008 -0.154 -0.105  0.04
Br 1.144 -2.403 -2.510  0.89
C 0.899 -0.779 -3.464  -0.70
C 0.981 -0.709 -4.837  -0.05
C 0.632 0.501 -5.422  0.00
C 0.192 1.545 -4.620  -0.01
C 0.159 1.371 -3.250  -0.10
N 0.547 0.227 -2.669  -0.13
H 1.283 -1.567 -5.420  0.13
H 0.677 0.614 -6.497  0.13
H -0.128 2.484 -5.050  0.13
H -0.202 2.146 -2.588  0.12

Forces on atoms 1 to 6 (eV/Å):
0.4 -0.3 -0.9
-0.1 0.0 0.0
-0.1 0.0 0.0
-0.3 0.0 0.1
0.1 -0.1 0.0
0.0 0.0 0.0